[1]
{
  "formula": "C2ClFI2O",
  "method": "wB97M-V/def2-TZVPD",
  "symbols": ["C", "C", "O", "F", "Cl", "I", "I"],
  "positions_angstrom": [[-1.352, 1.388, 1.107], [0.467, -0.976, -0.866], [-1.414, 2.521, 0.754], [-0.020, -1.892, 0.030], [-0.259, 0.605, 2.118], [0.215, -1.377, -2.904], [2.364, -0.270, -0.238]],
  "forces_ev_per_angstrom": [[-1.1030, 2.4781, -1.5383], [0.2745, -0.6377, 1.0017], [0.2316, -1.9893, 0.7147], [0.3621, 0.8431, -1.3459], [0.7537, -0.4306, 0.9534], [-0.1246, -0.0917, 0.4860], [-0.3943, -0.1720, -0.2715]],
  "lowdin_charge": [-0.65, -1.32, 0.01, -0.20, 0.64, 0.77, 0.74],
  "orbital_gap_ev": [7.772, 7.646],
  "e_above_lowest_ev": 3.4168,
  "lumo_energy_ev": [-1.36, -1.08],
  "total_energy_ha": -1306.75279
}

[2]
{
  "formula": "C2CrF2O3S",
  "method": "wB97M-V/def2-TZVPD",
  "symbols": ["Cr", "S", "O", "C", "F", "F", "O", "C", "O"],
  "positions_angstrom": [[0.472, 1.157, 1.293], [0.482, -0.198, -1.437], [-0.565, 0.957, -0.761], [1.441, -0.465, 0.092], [1.283, -1.788, 0.509], [2.796, -0.419, -0.229], [-1.501, 0.453, 1.208], [-1.742, 0.371, -0.018], [-2.667, -0.069, -0.657]],
  "forces_ev_per_angstrom": [[-0.6051, -1.5558, -0.8892], [-0.2769, 0.4061, 0.5338], [0.0525, -0.2101, -0.0343], [0.0721, -0.6126, -0.1937], [-0.0750, 1.0771, 0.1278], [-0.6690, 0.4166, 0.4264], [1.3779, 0.6811, 1.4768], [-1.1944, -0.9584, -2.2283], [1.3180, 0.7559, 0.7808]],
  "lowdin_charge": [1.06, 1.01, -0.54, -0.68, -0.07, -0.08, -0.08, -0.75, 0.11],
  "spin_multiplicity": 5,
  "orbital_gap_ev": [7.500, 7.647],
  "e_above_lowest_ev": 0.0000,
  "lumo_energy_ev": [-2.08, -1.96],
  "total_energy_ha": -1944.24034
}